# 1
Below is a 8-piece molecular cluster, H17O8 overall in a non-equilibrium geometry, with properties calculated with ωB97M-V with the def2-TZVPD basis set.

Output
Charge: +1
Gap between HOMO and LUMO, eV: 10.93
E, Ha: -611.86158
2S+1: 1
Relative energy (zero: lowest compared OMol25 entry of this formula, charge and spin), eV: 1.3530
Lowest unoccupied orbital energy, eV: -2.8038

Geometry (Å):
1 O -1.57 0.91 0.17
2 O -1.56 4.05 2.37
3 O 2.74 -3.40 -4.01
4 O 0.46 -2.74 2.11
5 O 0.05 1.52 3.48
6 O -1.99 1.59 -3.48
7 O 1.78 -1.52 -1.84
8 O 0.37 -0.25 1.52
9 H -1.03 4.69 1.86
10 H 0.91 1.69 3.86
11 H -0.40 2.32 3.19
12 H 1.02 -3.09 1.41
13 H -1.77 0.39 -0.61
14 H -0.55 0.07 1.25
15 H -1.34 2.22 -3.80
16 H 3.44 -3.43 -4.67
17 H 2.38 -2.21 -1.55
18 H -2.27 1.46 0.54
19 H 1.28 -1.91 -2.57
20 H -2.70 1.58 -4.12
21 H -0.34 -3.29 2.07
22 H -2.25 4.73 2.46
23 H 2.75 -4.32 -3.71
24 H 0.11 -1.24 1.67
25 H 0.46 0.21 2.41

Atom charges from the Mulliken analysis, given in e for atoms 1 to 6:
1 O -0.706
2 O -0.656
3 O -0.604
4 O -0.718
5 O -0.700
6 O -0.623

---

# 2
Below is a 9-piece molecular cluster, C32H58Br4N2O5 overall in a non-equilibrium geometry, with properties calculated with ωB97M-V with the def2-TZVPD basis set.

Output
Gap between HOMO and LUMO, eV: 8.31
E, Ha: -12035.73588
2S+1: 1
Lowest unoccupied orbital energy, eV: 0.3388
SMILES string: c1cc[nH]c1.c1cc[nH]c1.C1CCOC1.C1CCOC1.C1CCOC1.C1CCOC1.C1CCOC1.BrCCBr.BrCCBr

Geometry (Å):
1 Br 2.66 -25.71 7.91
2 Br 13.83 -19.36 0.60
3 Br 10.85 -16.52 2.61
4 Br 4.93 -21.79 7.08
5 O 8.58 -19.90 0.61
6 O 8.65 -16.10 8.25
7 O 4.09 -21.41 2.41
8 O 14.92 -15.26 5.59
9 O 4.61 -16.18 5.11
10 N 11.67 -21.06 5.11
11 N 8.39 -18.31 6.51
12 C 6.68 -16.15 3.95
13 C 4.15 -24.39 7.81
14 C 5.63 -15.27 4.68
15 C 3.51 -23.01 7.69
16 C 12.09 -21.64 6.26
17 C 4.83 -17.43 4.47
18 C 7.69 -20.12 5.44
19 C 8.13 -22.12 -0.02
20 C 8.74 -19.57 4.69
21 C 5.73 -17.08 3.27
22 C 7.47 -21.78 1.31
23 C 7.40 -15.46 7.93
24 C 7.33 -20.26 1.20
25 C 13.83 -21.41 4.86
26 C 11.44 -18.00 1.50
27 C 12.72 -20.91 4.24
28 C 2.40 -19.70 2.42
29 C 13.93 -16.43 7.39
30 C 13.45 -21.86 6.14
31 C 12.94 -17.88 1.51
32 C 7.27 -16.42 10.13
33 C 9.21 -18.49 5.43
34 C 8.71 -16.59 9.60
35 C 8.84 -20.83 -0.46
36 C 6.79 -15.24 9.34
37 C 13.71 -15.85 5.14
38 C 12.86 -16.03 6.39
39 C 3.53 -20.38 1.59
40 C 7.50 -19.34 6.57
41 C 2.32 -20.56 3.65
42 C 3.68 -21.24 3.74
43 C 15.11 -15.53 6.99
44 H 8.40 -20.44 -1.38
45 H 12.59 -20.35 3.33
46 H 6.69 -19.35 7.28
47 H 4.43 -20.69 4.33
48 H 5.70 -15.22 9.27
49 H 9.92 -20.85 -0.51
50 H 16.08 -15.82 7.36
51 H 6.02 -14.61 5.46
52 H 5.31 -18.12 5.18
53 H 7.09 -21.01 5.31
54 H 7.18 -14.27 9.66
55 H 8.80 -22.98 0.12
56 H 11.40 -21.98 7.02
57 H 2.75 -18.67 2.52
58 H 6.70 -17.34 10.10
59 H 7.30 -15.50 3.32
60 H 13.96 -16.85 4.77
61 H 3.58 -22.15 4.33
62 H 4.35 -19.70 1.34
63 H 14.80 -21.57 4.41
64 H 6.48 -19.95 0.57
65 H 12.29 -15.16 6.71
66 H 7.60 -14.53 7.41
67 H 5.23 -16.64 2.41
68 H 2.76 -23.08 6.92
69 H 6.73 -16.10 7.36
70 H 13.63 -16.37 8.44
71 H 7.32 -16.16 11.19
72 H 14.26 -17.46 7.26
73 H 6.51 -22.30 1.38
74 H 12.12 -16.82 6.23
75 H 13.11 -15.31 4.41
76 H 10.01 -17.78 5.34
77 H 9.16 -19.89 3.75
78 H 4.72 -24.71 6.96
79 H 10.76 -20.62 5.04
80 H 5.14 -14.64 3.93
81 H 14.11 -22.39 6.81
82 H 1.57 -21.35 3.49
83 H 8.09 -21.93 2.19
84 H 1.43 -19.63 1.93
85 H 8.41 -17.51 7.15
86 H 7.32 -16.69 4.65
87 H 3.15 -22.65 8.65
88 H 3.93 -17.95 4.15
89 H 11.02 -17.88 0.50
90 H 6.25 -17.97 2.91
91 H 8.95 -17.64 9.47
92 H 3.13 -20.83 0.69
93 H 14.96 -14.54 7.45
94 H 1.97 -20.05 4.55
95 H 7.24 -19.66 2.11
96 H 7.47 -22.44 -0.83
97 H 11.15 -18.96 1.92
98 H 9.48 -16.04 10.16
99 H 13.28 -16.95 1.04
100 H 13.33 -17.84 2.52
101 H 4.76 -24.51 8.71

Atom charges from the Mulliken analysis, given in e for atoms 1 to 6:
1 Br -0.175
2 Br -0.172
3 Br -0.153
4 Br -0.056
5 O -0.415
6 O -0.614

---

# 3
Below is one molecule with the formula C5H9N3O3 in a non-equilibrium geometry, with properties calculated with ωB97M-V with the def2-TZVPD basis set.

Output
Gap between HOMO and LUMO, eV: 10.47
E, Ha: -585.80599
2S+1: 1
Relative energy (zero: lowest compared OMol25 entry of this formula, charge and spin), eV: 2.9450
Lowest unoccupied orbital energy, eV: 0.8594
SMILES string: COC1(OC)CN=NN1C=O

Geometry (Å):
1 O -2.44 1.52 1.22
2 O 0.80 0.98 1.08
3 O -0.38 0.27 -0.75
4 N -0.99 -1.59 2.00
5 N -1.09 -0.27 1.51
6 N -0.03 -2.18 1.59
7 C 0.79 -1.31 0.70
8 C 1.16 2.11 0.19
9 C -1.45 -0.52 -1.26
10 C 0.02 0.02 0.56
11 C -2.20 0.45 1.73
12 H 1.57 1.71 -0.69
13 H -1.00 -0.81 -2.25
14 H -1.51 -1.37 -0.57
15 H 0.30 2.81 0.05
16 H 1.84 2.69 0.71
17 H -2.45 -0.20 -1.21
18 H 1.73 -1.23 1.21
19 H -2.88 -0.07 2.40
20 H 0.83 -1.83 -0.23

Atom charges from the Mulliken analysis, given in e for atoms 1 to 6:
1 O -0.504
2 O -0.474
3 O -0.426
4 N -0.303
5 N 0.584
6 N -0.447

---

no.,HOMO energy (eV)
1,-13.74
2,-7.98
3,-9.61